1.
Density functional theory data (ωB97M-V with the def2-TZVPD basis set) for 2 unconnected molecules or ions with the total composition C11H14N2 at a distorted geometry.

Kohn-Sham gap: 0.336 hartree
LUMO: 0.0292 Ha
Net charge: 0
Calculated total energy: -14611.2251 eV
Energy above the lowest of the compared OMol25 structures with the same formula, charge and spin: 73.7 kcal per mole

Atoms and positions in Å:
C  -1.51591  -3.22625  0.21190
C  -0.62335  -2.20313  0.69532
C  -0.77942  -1.54229  1.88420
N  0.52513  -0.86121  2.03096
C  1.29533  -1.34170  0.94186
N  0.60811  -2.02355  0.08293
H  -2.45517  -2.89903  -0.28110
H  -1.92835  -3.90806  0.87181
H  -1.17053  -3.80508  -0.71270
H  -1.39467  -1.05946  2.61071
H  1.00631  -0.61378  2.89762
H  2.42717  -1.15603  1.16133
C  0.27682  0.90193  -2.92219
C  0.32250  1.54108  -1.56019
C  1.36633  1.43104  -0.73261
C  1.40037  1.75262  0.62790
C  0.21849  2.13334  1.16383
C  -0.80956  2.55945  0.39581
C  -0.74550  2.20212  -0.96127
H  -0.12127  1.73678  -3.70488
H  -0.37844  -0.00390  -2.90323
H  1.24216  0.30071  -3.28770
H  2.14037  0.92120  -1.26867
H  2.37241  1.66709  1.26906
H  0.03090  1.92434  2.21092
H  -1.67237  3.00505  0.78777
H  -1.63785  2.56668  -1.50940



2.
Density functional theory data (ωB97M-V with the def2-TZVPD basis set) for C4H7N3O in the gas phase at a distorted geometry.

Kohn-Sham gap: 0.316 hartree
LUMO: -0.0123 Ha
Net charge: 0
Calculated total energy: -10776.5636 eV
Energy above the lowest of the compared OMol25 structures with the same formula, charge and spin: 73.4 kcal per mole

Atoms and positions in Å:
H  3.30407  -1.51108  -0.39992
N  2.49824  -1.11851  0.11048
N  2.19855  -0.00733  -0.38541
C  1.05045  0.62727  -0.03076
C  0.96684  1.94669  0.19649
C  -0.18518  -0.24035  -0.00061
N  -0.18906  -1.48591  0.18010
H  0.73197  -1.90975  0.29351
O  -1.30662  0.45871  -0.16875
C  -2.50659  -0.29324  -0.12187
H  1.85324  2.54584  0.30719
H  0.01382  2.41452  0.35415
H  -3.31549  0.41712  -0.27626
H  -2.60631  -0.78904  0.84561
H  -2.50794  -1.05496  -0.90394



3.
Density functional theory data (ωB97M-V with the def2-TZVPD basis set) for C5H7ClN2 in the gas phase at a distorted geometry.

Kohn-Sham gap: 0.292 hartree
LUMO: 0.0007 Ha
Net charge: 0
Calculated total energy: -20798.4185 eV
Energy above the lowest of the compared OMol25 structures with the same formula, charge and spin: 65.7 kcal per mole

Atoms and positions in Å:
C  0.14619  1.02438  -2.20502
C  0.95795  1.50871  -1.24308
C  0.98050  1.34808  0.15292
N  0.57247  0.45115  0.95483
C  -0.03887  -0.62224  0.38176
C  -0.70776  -1.60185  0.98003
N  -1.15221  -1.56079  2.30649
Cl  -1.18819  -3.05117  0.23712
H  0.33918  1.31117  -3.31153
H  -0.59924  0.40114  -2.04083
H  1.52040  2.29111  -1.63094
H  1.39473  2.31854  0.70218
H  -0.05571  -0.60332  -0.73904
H  -0.91622  -0.70896  2.74254
H  -1.25321  -2.50594  2.71259



4.
Density functional theory data (ωB97M-V with the def2-TZVPD basis set) for C20H22N2O2 in the gas phase at a distorted geometry.

Kohn-Sham gap: 0.336 hartree
LUMO: 0.0215 Ha
Net charge: 0
Calculated total energy: -28169.1101 eV
Energy above the lowest of the compared OMol25 structures with the same formula, charge and spin: 116.0 kcal per mole

Atoms and positions in Å:
C  -3.72984  4.07772  -2.29362
O  -4.13134  2.75940  -2.76566
C  -3.48535  1.67164  -2.27741
C  -2.49311  1.02313  -3.11018
C  -1.94167  -0.21820  -2.58590
C  -2.28788  -0.62091  -1.31025
C  -1.74584  -1.95839  -0.94990
N  -0.30982  -2.09534  -0.69426
N  0.56325  -2.70958  -1.58773
C  1.72354  -2.73879  -1.00388
C  2.94985  -3.18481  -1.64203
C  1.64964  -2.11777  0.35246
C  0.36343  -1.76864  0.50529
C  -0.19604  -1.03881  1.65932
C  0.28145  0.41599  1.71074
O  -0.49689  1.08036  2.69025
C  1.70694  0.70881  2.14702
C  2.75200  1.00029  1.18088
C  4.10316  0.96064  1.46427
C  4.42948  0.76086  2.81740
C  3.43817  0.37354  3.71146
C  2.09686  0.24610  3.36369
C  -3.21008  0.01293  -0.46230
C  -3.89998  1.17211  -0.96833
H  -2.66667  4.13535  -2.42010
H  -4.36394  4.79175  -2.87426
H  -3.87539  4.12299  -1.22567
H  -2.25819  1.50776  -4.06167
H  -1.25728  -0.80584  -3.13245
H  -2.01018  -2.53210  -1.83763
H  -2.17871  -2.47758  -0.16092
H  2.64111  -3.69664  -2.55353
H  3.43237  -3.85759  -0.92333
H  3.58511  -2.38364  -1.98052
H  2.53007  -1.88195  1.03892
H  -1.26602  -0.81756  1.52915
H  0.02031  -1.53683  2.59852
H  0.10526  0.80716  0.74363
H  -0.29155  2.00577  2.45178
H  2.47831  1.30227  0.15476
H  4.82198  1.25034  0.63167
H  5.48276  0.95144  3.11938
H  3.58338  -0.05055  4.74622
H  1.25901  0.03575  4.04358
H  -3.45304  -0.41101  0.42433
H  -4.44862  1.72843  -0.26315



5.
Density functional theory data (ωB97M-V with the def2-TZVPD basis set) for 2 unconnected molecules or ions with the total composition C6H10O at a distorted geometry.

Kohn-Sham gap (alpha / beta): 0.210 / 0.297 hartree
LUMO (alpha / beta): 0.0284 / -0.0524 Ha
Net charge: 0
Calculated total energy: -8423.3264 eV
Multiplicity: 3
Energy above the lowest of the compared OMol25 structures with the same formula, charge and spin: 62.9 kcal per mole

Atoms and positions in Å:
C  2.87773  -0.07347  0.01501
C  1.78985  0.83352  0.21455
C  1.76134  -0.51346  -0.58212
C  -2.24624  1.07550  -0.05144
C  -1.87317  -1.36712  0.48890
C  -2.43978  -0.42904  -0.29138
O  4.22005  -0.19017  0.31606
H  1.32963  0.87357  1.20048
H  1.71992  1.77856  -0.18582
H  1.19308  -0.92856  -1.39836
H  -1.50216  1.51389  -0.73313
H  -1.93431  1.35955  0.94822
H  -3.25399  1.42175  -0.30009
H  -1.81842  -2.40644  0.17492
H  4.32067  -1.13968  0.05213
H  -1.11858  -1.10557  1.29328
H  -3.02562  -0.70282  -1.16119